Formula: C11H13BClNSn
Source: the Open Molecules 2025 dataset
Level of theory: the ωB97M-V functional and the def2-TZVPD basis

The geometry in XYZ format:
```
28
Properties=species:S:1:pos:R:3:forces:R:3:nbo_charge:R:1
C -1.1841 2.3417 -0.9921 0.3324 -1.4461 -1.9385 -0.32
C -1.8703 1.1203 -0.6977 0.6064 -0.7724 -2.1634 -0.33
C -1.3590 0.0992 -1.5922 -1.0449 1.6897 -0.4456 -0.40
H -2.6185 0.9844 0.0360 -0.6204 -0.1205 0.5499 0.25
C -0.3244 0.6884 -2.4050 -1.7749 1.4046 0.7190 -0.37
C -0.2352 2.0775 -2.0554 -3.5665 -1.4767 -0.9257 -0.22
H 0.4661 2.7745 -2.4405 -0.1477 0.1778 -0.7406 0.26
H -1.2949 3.2629 -0.4879 -0.1201 0.7445 0.3998 0.25
H -1.6362 -0.9235 -1.5860 -0.2296 -0.6694 0.0078 0.25
H 0.2617 0.1903 -3.1268 0.4660 -0.4136 -0.6465 0.25
Sn 0.3512 0.6570 -0.1464 0.3291 -3.4436 1.2384 1.15
Cl 1.6977 2.2991 1.0177 2.5670 -0.1925 8.1418 -0.02
C 0.3816 -3.9853 2.7294 0.3845 -1.1311 -2.0847 -0.34
C 0.4290 -4.6678 1.4772 0.7670 1.5635 2.9377 -0.17
C -0.9110 -4.8410 1.0183 -2.5994 1.0899 1.7072 -0.15
H 1.3147 -4.9942 0.9712 0.2592 -0.0781 -0.1046 0.21
C -1.7867 -4.2657 1.9869 1.1751 -0.8732 -1.5529 -0.36
C -0.9879 -3.7371 3.0446 0.2625 -0.5803 -1.0557 -0.05
H -1.3524 -3.2418 3.9215 -0.1062 0.1385 0.2592 0.21
H 1.2254 -3.7089 3.3282 0.2121 0.0498 0.1278 0.22
H -1.2075 -5.3203 0.1073 -0.1126 -0.1303 -0.2299 0.21
H -2.8561 -4.2373 1.9308 -0.2415 -0.0143 -0.0236 0.22
B 2.4725 5.0106 -1.0766 0.1944 0.7512 -0.1582 -0.64
C 1.7911 3.6657 -0.8267 -0.1670 0.6356 -2.0694 0.49
N 1.2674 2.5977 -0.6572 3.4338 3.7906 -2.0799 -0.77
H 1.7209 5.9195 -0.8145 -0.2824 -0.1664 0.1018 0.05
H 2.7706 5.0931 -2.2458 -0.0585 -0.2242 -0.1804 0.05
H 3.4743 5.1409 -0.4182 0.0822 -0.3028 0.2091 0.05
```
Positions in Å, forces in eV/Å.

Computed properties:
LUMO (alpha / beta): -0.5 / -2.1 eV

=====

Formula: C2H3FI2
Source: the Open Molecules 2025 dataset
Level of theory: the ωB97M-V functional and the def2-TZVPD basis

The geometry in XYZ format:
```
8
Properties=species:S:1:pos:R:3:forces:R:3:nbo_charge:R:1
C -1.5572 1.3231 1.2920 -0.5085 3.5010 -0.7581 -0.51
C -0.5391 0.6421 0.8663 0.5879 0.6544 -0.9587 0.25
F -0.5310 -0.6819 0.8769 0.3626 -0.4059 0.3094 -0.32
I 1.0852 1.5499 -0.0536 0.1648 -0.2201 -0.0371 0.14
H -2.3424 0.8524 1.7198 -2.2753 -2.0339 1.3307 0.21
H -1.8726 2.4113 1.1468 1.6222 -1.4919 0.1251 0.24
I 5.0804 0.0109 0.0208 -0.2272 -1.1463 1.2420 -0.11
H 4.7872 -1.1182 1.2694 0.2735 1.1427 -1.2533 0.12
```
Positions in Å, forces in eV/Å.

Computed properties:
LUMO: 0.2 eV
energy above the lowest of the compared OMol25 structures with the same formula, charge and spin: 87.6 kJ/mol

=====

Formula: C21H37Cl2O9P2Tl
Source: the Open Molecules 2025 dataset
Level of theory: the ωB97M-V functional and the def2-TZVPD basis

The geometry in XYZ format:
```
72
Properties=species:S:1:pos:R:3:forces:R:3:mulliken_charge:R:1
Tl -0.9624 -1.7992 0.5373 -0.0994 0.0180 0.0248 1.06
C -4.2042 3.0306 -0.8337 -0.0091 -0.0022 -0.0074 -1.58
C -3.3614 2.2164 0.1160 0.0045 -0.0546 -0.0017 1.01
C -3.2585 2.8126 1.5005 0.0117 0.0239 0.0107 -1.20
O -2.0304 2.1180 -0.5231 -0.0277 0.0258 -0.0396 -0.26
P -0.6938 1.6494 0.1041 0.0524 -0.0230 -0.0033 0.45
O -0.7561 0.4340 0.9912 -0.0101 0.0123 0.0672 -0.04
C 0.2916 1.3713 -1.3781 0.0273 0.0679 0.0125 -0.74
P -0.1805 -0.1016 -2.3108 0.0070 0.0528 -0.0074 0.12
O -1.1836 -0.9512 -1.5800 0.0399 -0.1115 -0.0411 -0.61
O -0.8096 0.2993 -3.6732 -0.0045 0.0042 0.0249 -0.38
C -0.1429 1.1998 -4.6427 -0.0285 0.0059 -0.0118 0.67
C 0.0456 0.4233 -5.9231 0.0064 -0.0131 -0.0156 -1.45
C -1.0291 2.4132 -4.7955 0.0000 0.0209 0.0066 -1.35
O 1.2110 -0.7879 -2.5237 -0.0227 0.0410 0.0081 -0.09
C 1.3653 -2.0573 -3.2701 0.0132 -0.0098 -0.0040 0.73
C 1.2216 -3.2093 -2.2997 0.0011 -0.0295 -0.0166 -1.24
C 2.7207 -1.9912 -3.9303 0.0019 0.0086 -0.0042 -1.58
O -0.0939 2.8868 0.8403 -0.0242 -0.0540 -0.0597 -0.48
C 0.9062 2.9079 1.9207 0.0212 0.0032 0.0249 0.51
C 0.2566 2.5201 3.2312 -0.0188 -0.0030 -0.0315 -1.12
C 2.1154 2.0683 1.5654 0.0176 0.0010 0.0061 -1.07
H -5.2262 3.0820 -0.4589 0.0001 -0.0024 -0.0010 0.43
H -4.2231 2.5771 -1.8237 0.0037 0.0017 0.0018 0.38
H -3.8161 4.0462 -0.9145 0.0023 -0.0035 0.0054 0.37
H -3.7232 1.1879 0.1642 -0.0078 0.0230 0.0028 -0.09
H -2.8246 3.8123 1.4603 -0.0070 -0.0084 -0.0016 0.31
H -2.6609 2.1895 2.1680 0.0025 -0.0005 0.0019 0.22
H -4.2596 2.8911 1.9242 -0.0034 0.0010 0.0031 0.54
H 1.3451 1.2964 -1.1043 -0.0261 -0.0348 0.0255 0.51
H 0.1689 2.2574 -2.0047 0.0485 -0.0004 -0.0141 0.51
H 0.8295 1.4762 -4.2241 0.0065 -0.0003 0.0032 0.36
H -0.9181 0.0863 -6.3047 0.0029 0.0007 0.0040 0.35
H 0.6907 -0.4428 -5.7762 -0.0092 0.0062 0.0022 0.27
H 0.5081 1.0650 -6.6728 0.0000 0.0018 0.0004 0.43
H -2.0034 2.1186 -5.1849 0.0049 -0.0046 -0.0025 0.34
H -0.5740 3.1140 -5.4950 -0.0008 -0.0017 -0.0002 0.42
H -1.1796 2.9278 -3.8452 0.0046 -0.0096 -0.0020 0.29
H 0.5724 -2.0875 -4.0211 0.0056 -0.0044 0.0033 0.40
H 1.9153 -3.0916 -1.4651 -0.0075 0.0092 -0.0063 0.24
H 1.4554 -4.1446 -2.8082 -0.0034 0.0024 -0.0028 0.49
H 0.1997 -3.2874 -1.9254 0.0053 0.0139 0.0103 0.15
H 3.5081 -1.9345 -3.1779 -0.0068 -0.0019 -0.0002 0.35
H 2.7985 -1.1221 -4.5824 -0.0002 -0.0023 -0.0013 0.37
H 2.8802 -2.8864 -4.5309 -0.0026 0.0008 0.0008 0.45
H 1.1876 3.9589 1.9433 0.0013 0.0046 0.0102 0.32
H -0.0545 1.4750 3.2170 0.0038 -0.0076 0.0060 0.09
H -0.6110 3.1470 3.4323 0.0013 -0.0001 -0.0018 0.32
H 0.9713 2.6671 4.0415 0.0036 0.0036 -0.0022 0.48
H 1.8571 1.0095 1.4811 -0.0153 0.0008 0.0082 0.02
H 2.8580 2.1721 2.3572 0.0008 0.0003 -0.0105 0.50
H 2.5787 2.4078 0.6384 -0.0148 -0.0017 0.0016 0.31
Cl -3.4920 -3.7874 0.1515 -0.0019 0.0239 0.0073 -0.08
C -4.5622 -2.7429 1.0942 0.0320 -0.0041 0.0001 -0.38
Cl -3.7119 -1.2889 1.6905 -0.0183 -0.0166 0.0105 -0.04
H -4.9119 -3.2934 1.9584 -0.0090 -0.0011 0.0003 0.37
H -5.3732 -2.4127 0.4575 -0.0044 0.0025 -0.0025 0.32
O 0.4669 -2.1683 5.4511 0.0350 -0.0142 0.0118 -0.52
C 1.6820 -2.3124 5.0631 -0.1141 0.0135 -0.0118 0.56
C 2.6978 -2.4868 6.0565 0.0869 -0.0105 0.0512 -0.58
C 3.9950 -2.6515 5.6627 -0.0226 0.0002 0.0807 -0.48
C 4.3173 -2.6461 4.2966 0.0569 -0.0058 0.0041 -0.64
C 3.3223 -2.4701 3.3060 -0.0844 0.0158 -0.0874 -0.22
C 2.0183 -2.3029 3.6608 0.0466 -0.0352 -0.0240 0.06
C 0.9195 -2.1300 2.6542 0.0296 0.0082 -0.0961 1.60
O 1.2116 -2.1159 1.4344 0.0425 0.0273 0.0526 -0.83
O -0.2555 -2.0079 3.0966 -0.0279 0.0128 0.0475 -0.96
H -0.1097 -2.0739 4.5954 0.0120 0.0136 -0.0287 0.42
H 2.3938 -2.4859 7.0948 0.0029 -0.0010 -0.0039 0.50
H 4.7769 -2.7892 6.3966 -0.0098 0.0004 0.0052 0.45
H 5.3462 -2.7817 3.9911 -0.0013 -0.0016 -0.0025 0.45
H 3.5906 -2.4739 2.2581 -0.0029 0.0013 -0.0004 0.54
```
Positions in Å, forces in eV/Å.

Computed properties:
LUMO (alpha / beta): -8.0 / -8.9 eV
energy above the lowest of the compared OMol25 structures with the same formula, charge and spin: 15.6 kJ/mol
charge: +2

=====

Formula: C10H22N3Re
Source: the Open Molecules 2025 dataset
Level of theory: the ωB97M-V functional and the def2-TZVPD basis

The geometry in XYZ format:
```
36
Properties=species:S:1:pos:R:3:forces:R:3:nbo_charge:R:1
C -1.9542 0.8222 -1.3459 -1.6388 0.1488 -0.7289 -0.90
Re -0.2880 0.1221 0.0030 1.4822 0.5237 2.2089 0.87
N 1.5739 -0.1030 1.0720 0.9107 -0.0576 0.3460 -1.00
N 0.6965 -0.5700 -1.6699 0.5243 -0.6388 -1.6389 -0.96
H 1.6462 -0.9972 1.5710 -0.1787 0.2068 -0.2042 0.42
H -1.1596 1.5453 -0.9299 -0.0155 -0.1057 -0.1641 0.21
H -2.9096 1.1801 -0.9439 0.2311 -0.0286 -0.3659 0.26
H -1.9238 -0.2733 -1.1187 -0.3038 0.4121 -0.1015 0.27
H -1.9109 0.9201 -2.4383 -0.0373 0.0642 0.3162 0.24
H 1.0859 -1.5119 -1.5502 -0.0844 0.1592 0.1015 0.40
H 1.4822 0.0165 -1.9642 -0.1681 -0.0330 0.0964 0.42
H 0.1134 -0.6494 -2.5089 0.0629 0.0931 0.0430 0.40
H 2.3797 -0.0613 0.4391 -0.1336 0.0140 0.3930 0.39
H 1.7366 0.6176 1.7784 0.0240 -0.0657 -0.1539 0.41
C -3.4806 0.9137 2.5248 -0.3232 -0.2696 -0.0915 -0.40
N -2.3525 0.5669 3.3396 0.9910 0.5434 -0.6249 -0.46
C -2.5953 0.4081 4.7408 -0.1708 -0.1690 0.3741 -0.39
C -1.2064 -0.0632 2.7404 -0.7731 0.2029 0.8765 -0.14
C -1.4502 -1.4443 2.1811 0.1708 -0.4561 -0.8660 0.01
C -2.1202 -2.4397 2.9035 0.0370 0.1896 -0.2066 -0.24
C -2.5334 -3.5983 2.2354 0.2372 0.1556 0.0341 -0.19
C -2.2076 -3.7860 0.8876 0.3061 0.0179 -0.3336 -0.21
C -1.4263 -2.8419 0.2024 -0.2046 0.0691 0.6756 -0.21
C -1.0424 -1.6459 0.8412 -0.9168 -1.0861 0.1118 -0.55
H -4.1053 1.6113 3.1016 0.1206 -0.1482 -0.3309 0.22
H -4.1054 0.0450 2.2463 0.0694 0.1830 0.0015 0.18
H -3.1532 1.4082 1.5971 -0.0139 -0.0605 0.1911 0.19
H -3.1679 -0.5113 4.9711 0.1420 0.2543 0.1050 0.17
H -1.6402 0.3730 5.2838 -0.3013 0.0508 -0.0369 0.20
H -3.1893 1.2683 5.0823 0.2408 -0.2596 0.1278 0.21
H -0.8438 0.6716 1.8987 -0.1934 -0.2792 0.5549 0.09
H -0.4261 -0.0980 3.5284 -0.0752 0.2501 -0.5385 0.22
H -2.3368 -2.2918 3.9678 -0.0620 -0.1115 -0.4829 0.22
H -3.1088 -4.3543 2.7740 0.2056 0.2223 -0.2177 0.23
H -2.5457 -4.6802 0.3597 0.0777 0.2219 0.2403 0.23
H -1.1355 -2.9935 -0.8432 -0.2393 -0.2137 0.2893 0.19
```
Positions in Å, forces in eV/Å.

Computed properties:
LUMO (alpha / beta): -3.2 / -3.8 eV
charge: +1
spin multiplicity: 4

=====

Formula: C6H38NO14
Source: the Open Molecules 2025 dataset
Level of theory: the ωB97M-V functional and the def2-TZVPD basis

The geometry in XYZ format:
```
59
Properties=species:S:1:pos:R:3:forces:R:3:nbo_charge:R:1
C -1.4539 2.1364 -0.9188 -0.0092 0.5491 0.1330 -0.08
O -0.9779 3.4809 -1.1585 -0.1075 -0.2701 0.1910 -0.75
C -1.0701 1.6207 0.4674 0.3246 0.1629 -0.2550 -0.43
C 0.4113 1.8137 0.8198 -0.0878 -0.2656 -0.1237 -0.44
C 1.3243 0.9958 -0.0435 -0.3993 0.4746 0.4759 -0.12
C 2.4129 0.4227 0.4367 0.1534 -0.0026 -0.5773 -0.04
N 3.2560 -0.2937 -0.4450 -0.1305 -0.2506 0.2588 -0.38
C 4.3123 -0.8923 -0.0915 0.3354 -0.0771 -0.1186 0.07
H -2.5408 2.1395 -0.9964 -0.0195 -0.2077 -0.1558 0.20
H -1.0384 1.5663 -1.7443 -0.0486 -0.2312 0.0621 0.20
H -1.4268 4.0879 -0.5604 0.0088 0.0302 -0.0225 0.48
H -1.3213 0.5573 0.5148 -0.1710 0.0309 0.0747 0.21
H -1.6770 2.1571 1.1990 -0.0568 -0.1452 0.0790 0.22
H 0.6718 2.8662 0.6898 0.0447 0.0464 0.0671 0.24
H 0.5847 1.5567 1.8673 -0.0089 0.1079 0.0255 0.21
H 1.0490 0.9260 -1.0873 0.2957 -0.1357 -0.1648 0.23
H 2.7471 0.4483 1.4633 -0.0744 0.0347 0.0576 0.23
H 2.9514 -0.3543 -1.4408 -0.1662 0.1516 -0.0673 0.48
H 4.9056 -1.4297 -0.8179 -0.1092 0.0248 -0.1096 0.22
H 4.6529 -0.8460 0.9284 -0.0430 0.0411 0.2752 0.20
H 3.1254 2.6687 -1.5063 0.1942 -0.1658 0.0016 0.51
H 4.6598 2.7082 -1.5359 0.0118 -0.0460 -0.0375 0.48
O 3.9223 2.0971 -1.4432 -0.0370 0.3234 -0.1041 -1.00
H 0.5958 -1.7704 1.8136 0.1305 -0.0800 0.0316 0.50
H 2.0634 -2.1372 1.9725 -0.0734 -0.0141 0.0243 0.50
O 1.3766 -2.0441 1.3003 0.1404 -0.2137 -0.0512 -1.00
H -0.9704 -2.2928 3.5118 0.0198 0.0337 0.0219 0.50
H -1.4011 -1.9872 2.0525 -0.0058 -0.0874 0.2771 0.52
O -0.8940 -1.6117 2.8324 -0.1712 -0.0080 -0.1942 -1.02
H 2.5538 -0.9289 4.5680 -0.1872 0.0647 0.1089 0.49
H 1.2642 -0.6744 3.7219 0.0639 -0.0156 0.2488 0.49
O 2.2110 -0.8515 3.6733 0.1774 -0.0114 -0.2654 -0.97
H 0.7288 3.5900 -1.4888 0.3679 0.2006 -0.0234 0.51
H 1.6818 4.2979 -2.4628 0.0895 -0.0002 0.0047 0.48
O 1.6860 3.7406 -1.6778 -0.4113 -0.0498 -0.0353 -1.00
H -2.1067 -0.3052 3.0914 0.0580 0.3238 0.4167 0.50
H -2.4236 1.0580 3.8337 0.1794 -0.0764 0.0292 0.49
O -2.8000 0.3504 3.3061 -0.2310 -0.1431 -0.2693 -0.98
H 2.4058 -0.3483 -3.7512 -0.1164 -0.0314 -0.0646 0.50
H 1.2824 -1.0895 -2.9100 0.1119 -0.0082 -0.3462 0.52
O 2.0653 -0.4984 -2.8663 0.0912 -0.0005 0.3117 -0.99
H -2.8682 -0.4194 -3.6223 0.1483 0.0195 -0.0481 0.49
H -2.7659 -0.6668 -2.1005 -0.0539 0.1580 -0.0100 0.52
O -2.2209 -0.4479 -2.9086 -0.1604 -0.1492 0.1284 -1.00
H -0.0252 -2.9488 -1.4092 -0.2208 -0.3579 0.1692 0.51
H 0.6363 -2.9994 -0.0171 -0.0405 -0.2976 0.1573 0.51
O -0.0684 -3.4248 -0.5470 0.2651 0.5257 -0.2784 -0.98
H -3.1622 -1.6653 -0.2495 -0.2770 0.1539 -0.0603 0.50
H -3.8908 -0.2922 -0.1464 -0.0404 -0.1563 -0.1461 0.51
O -3.6875 -1.0263 -0.7710 0.2939 -0.0024 0.0215 -1.01
H -5.1713 0.8701 1.2885 0.0024 0.0055 0.0994 0.49
H -3.7215 0.7313 1.8559 -0.2498 0.0726 0.0448 0.51
O -4.2426 0.9074 1.0429 0.1549 0.1094 -0.0613 -0.99
H -0.9532 -1.4920 -2.9365 0.0522 -0.0274 -0.1251 0.52
H -0.3188 -2.7173 -3.6626 0.1024 -0.0281 0.0171 0.50
O -0.1551 -2.0972 -2.9433 -0.1816 0.1537 -0.0742 -1.01
H -1.3654 -3.0125 0.2239 -0.2707 -0.0664 0.0982 0.52
H -2.6574 -3.5163 0.9959 0.0177 0.0840 -0.0138 0.50
O -2.1617 -2.7137 0.7893 0.3252 -0.2596 -0.1092 -1.02
```
Positions in Å, forces in eV/Å.

Computed properties:
LUMO: -3.2 eV
energy above the lowest of the compared OMol25 structures with the same formula, charge and spin: 111.8 kJ/mol
charge: +1

=====

Formula: C10H9FI2O
Source: the Open Molecules 2025 dataset
Level of theory: the ωB97M-V functional and the def2-TZVPD basis

The geometry in XYZ format:
```
23
Properties=species:S:1:pos:R:3:forces:R:3:nbo_charge:R:1
C 0.6486 1.3740 -2.2118 -0.9326 0.2063 0.4020 -0.23
C -0.4186 2.1781 -2.6056 -1.6966 0.0894 -0.7394 -0.27
C -1.6859 1.4806 -0.6217 1.3988 1.0574 0.4303 -0.29
C -0.6044 0.7082 -0.2688 0.8161 -2.7520 2.3338 -0.06
C 0.5705 0.6077 -1.0653 -2.3272 0.8856 0.9581 0.26
C -1.5250 2.2209 -1.7812 -1.6754 0.3445 0.0821 0.38
C 1.4514 -1.2100 0.1988 1.2840 -3.2226 -1.6082 -0.07
C 0.6740 -0.8930 1.4538 1.1171 0.6742 0.5361 -0.42
C -0.6788 -0.4355 1.0569 -1.6954 2.1978 -3.4794 -0.22
C 0.6743 -2.1062 2.4145 6.3276 0.7339 -1.7093 -0.60
O 1.6159 -0.1188 -0.6725 0.9725 -0.3973 -0.3451 -0.49
F -2.6442 2.9945 -2.1067 1.4304 -0.5470 -0.1088 -0.35
I -1.8342 0.3367 2.7187 0.3524 -0.2708 -0.5988 0.20
I -1.8077 -2.0125 -0.0899 0.1061 0.2580 0.9086 0.12
H 1.5421 1.3394 -2.7470 1.2483 -0.1244 -1.0530 0.23
H -0.6434 2.6296 -3.6047 1.1742 -0.1765 0.9493 0.25
H -2.4169 1.7884 0.1165 -0.4792 -0.5784 -0.2936 0.25
H 2.5329 -1.5826 0.2761 -1.4591 0.7422 0.9156 0.22
H 0.9969 -2.1968 -0.3270 0.4364 2.4342 0.8162 0.19
H 1.1575 0.0783 1.8673 -0.6044 -1.6495 -0.1128 0.24
H 1.6124 -1.9436 3.0852 -1.5928 -0.4104 -0.8856 0.22
H 0.8945 -3.0734 1.9044 -0.5345 0.7730 0.1064 0.23
H -0.1121 -2.1639 3.0100 -3.6666 -0.2677 2.4953 0.22
```
Positions in Å, forces in eV/Å.

Computed properties:
LUMO: -0.4 eV
energy above the lowest of the compared OMol25 structures with the same formula, charge and spin: 66.1 kJ/mol

=====

| no. | E (eV) |
| --- | --- |
| 1 | -32128.0832 |
| 2 | -21039.7004 |
| 3 | -89112.0196 |
| 4 | -17316.5031 |
| 5 | -36990.2880 |
| 6 | -31480.1389 |